# 1
{"formula": "C12H36O6", "method": "ωB97M-V/def2-TZVPD", "smiles": "CCO.CCO.CCO.CCO.CCO.CCO", "e_homo_ev": -10.004, "orbital_gap_ev": 10.4, "relative_energy_kcal_mol": 105.03, "lumo_energy_ev": 0.40, "charge": 0, "symbols": ["C", "C", "O", "H", "H", "H", "H", "H", "H", "C", "C", "O", "H", "H", "H", "H", "H", "H", "C", "C", "O", "H", "H", "H", "H", "H", "H", "C", "C", "O", "H", "H", "H", "H", "H", "H", "C", "C", "O", "H", "H", "H", "H", "H", "H", "C", "C", "O", "H", "H", "H", "H", "H", "H"], "xyz": [[-6.934, 20.343, -13.684], [-7.217, 20.415, -15.137], [-7.128, 21.646, -15.568], [-7.741, 20.795, -13.107], [-6.043, 20.831, -13.290], [-6.860, 19.299, -13.379], [-8.203, 19.969, -15.271], [-6.514, 19.818, -15.719], [-7.992, 22.022, -15.384], [-0.901, 24.758, -15.023], [-1.902, 23.628, -15.102], [-3.080, 24.303, -14.689], [0.032, 24.452, -15.496], [-0.684, 25.180, -14.041], [-1.256, 25.591, -15.630], [-1.561, 22.861, -14.406], [-2.041, 23.138, -16.066], [-3.730, 23.717, -15.084], [-13.192, 24.304, -18.193], [-13.280, 22.724, -18.263], [-12.544, 22.154, -17.219], [-12.134, 24.568, -18.192], [-13.546, 24.589, -17.202], [-13.734, 24.835, -18.976], [-12.824, 22.357, -19.182], [-14.340, 22.491, -18.169], [-13.038, 21.445, -16.801], [-3.089, 25.365, -21.800], [-3.595, 25.025, -20.378], [-4.903, 24.573, -20.438], [-2.072, 24.973, -21.782], [-3.216, 26.401, -22.112], [-3.398, 24.764, -22.656], [-3.440, 25.779, -19.607], [-3.013, 24.156, -20.068], [-5.131, 24.521, -19.507], [-9.819, 21.942, -6.885], [-10.597, 23.056, -6.137], [-10.546, 22.731, -4.738], [-9.236, 22.350, -7.711], [-10.327, 21.032, -7.206], [-9.023, 21.550, -6.252], [-11.636, 23.195, -6.435], [-9.980, 23.925, -6.362], [-9.739, 23.007, -4.299], [-14.430, 15.935, -13.339], [-13.592, 17.206, -13.453], [-14.117, 18.007, -14.369], [-14.119, 15.363, -12.465], [-14.340, 15.206, -14.145], [-15.458, 16.283, -13.240], [-12.545, 17.096, -13.736], [-13.516, 17.779, -12.529], [-14.921, 18.423, -14.050]], "atomic_forces_ev_per_a": [[0.2, -0.8, 1.9], [0.6, -4.1, 1.1], [-0.6, 4.7, -2.0], [-0.3, 0.0, 0.0], [0.3, 0.1, -0.7], [-0.1, -0.1, 0.2], [-0.3, -0.2, -0.4], [0.1, -0.3, 0.1], [0.1, 0.8, -0.2], [1.1, 0.1, -1.7], [1.1, 1.4, 1.3], [-0.9, -1.4, -0.4], [0.3, 0.0, 0.2], [-0.3, -0.6, 0.2], [-0.1, 0.0, 0.0], [-0.4, -0.3, 0.3], [0.3, 0.4, -0.3], [-1.0, 0.4, 0.4], [0.6, -1.6, 0.7], [-0.3, 1.8, -0.5], [0.5, -0.1, 1.0], [0.0, 0.2, -0.3], [-0.3, 0.1, -0.1], [0.0, -0.2, 0.0], [-0.5, 0.1, -0.4], [0.0, -0.4, -0.3], [0.0, 0.0, -0.1], [0.7, -0.3, 0.5], [1.1, -1.1, -1.7], [-1.4, 0.3, 0.6], [0.7, 1.1, 0.0], [0.4, 0.0, 0.2], [-1.2, -0.3, 0.5], [0.0, 0.5, -0.4], [0.5, 0.0, 0.2], [-0.8, -0.3, 0.0], [0.4, -0.2, -0.2], [2.0, -1.3, 0.3], [-1.1, 0.2, 0.1], [-0.4, 0.0, -0.4], [-0.5, 0.3, -0.1], [-0.1, 0.2, 0.5], [0.2, -0.1, 0.1], [-0.5, 0.6, 0.2], [0.1, 0.2, -0.5], [0.8, -0.2, 0.9], [1.4, -1.5, 1.8], [-1.6, 2.9, -3.4], [-0.3, 0.1, 0.3], [0.0, 0.5, -0.4], [-0.1, -0.4, 0.1], [0.1, -0.7, -0.1], [-0.2, -0.5, 0.8], [0.0, -0.1, 0.0]], "mulliken_charge": [-0.99, -0.22, -0.48, 0.28, 0.27, 0.32, 0.23, 0.28, 0.32, -1.13, -0.11, -0.49, 0.36, 0.29, 0.29, 0.21, 0.30, 0.29, -1.00, -0.18, -0.51, 0.27, 0.28, 0.33, 0.23, 0.29, 0.30, -1.07, -0.14, -0.51, 0.30, 0.27, 0.33, 0.31, 0.20, 0.30, -0.92, -0.19, -0.54, 0.32, 0.26, 0.28, 0.26, 0.21, 0.30, -0.88, -0.27, -0.49, 0.32, 0.25, 0.26, 0.26, 0.26, 0.30]}

***

# 2
{"formula": "C2H3N3O2S", "method": "ωB97M-V/def2-TZVPD", "e_homo_ev": -8.370, "orbital_gap_ev": 8.2, "relative_energy_kcal_mol": 199.68, "lumo_energy_ev": -0.15, "charge": 0, "symbols": ["C", "C", "H", "H", "H", "N", "N", "N", "O", "O", "S"], "xyz": [[-0.079, -0.081, -0.129], [-0.626, 1.234, -0.475], [-2.845, -1.533, 0.495], [-1.625, 1.397, -0.608], [2.585, -1.866, 0.853], [-0.856, -1.138, 0.231], [0.357, 2.067, -0.179], [1.229, 0.094, 0.395], [-2.079, -0.792, -0.360], [1.417, 1.430, 0.211], [2.522, -0.811, -0.435]], "atomic_forces_ev_per_a": [[-3.1, -3.3, 2.8], [5.4, -0.5, 1.7], [3.0, 3.4, -4.0], [-2.0, 1.0, -0.8], [0.1, 2.5, -3.2], [3.1, 3.5, -2.1], [-3.8, 0.4, -1.5], [-1.1, -2.4, -1.6], [-4.3, -4.4, 4.3], [3.1, 2.1, 0.7], [-0.5, -2.3, 3.7]], "mulliken_charge": [0.40, -0.22, 0.38, 0.50, 0.21, -0.41, -0.26, 0.10, -0.43, -0.13, -0.14]}

***

# 3
{"formula": "C28H23Cl10N5O4SV", "method": "ωB97M-V/def2-TZVPD", "s_squared": 3.764, "spin_multiplicity": 4, "e_homo_ev": [-1.914, -2.962], "orbital_gap_ev": [5.6, 6.7], "relative_energy_kcal_mol": 8.89, "lumo_energy_ev": [3.70, 3.70], "charge": -2, "symbols": ["V", "Cl", "C", "C", "C", "Cl", "C", "Cl", "C", "Cl", "C", "Cl", "N", "N", "C", "O", "O", "H", "H", "H", "Cl", "C", "C", "Cl", "C", "Cl", "C", "O", "C", "Cl", "C", "Cl", "C", "N", "C", "C", "N", "N", "C", "C", "H", "H", "H", "H", "H", "H", "H", "H", "H", "H", "H", "H", "H", "C", "C", "O", "S", "C", "C", "C", "C", "C", "C", "C", "C", "H", "H", "H", "H", "H", "H", "H"], "xyz": [[1.618, -0.311, -1.209], [1.421, 2.950, -2.663], [2.336, 2.832, -1.178], [2.507, 1.577, -0.589], [3.294, 1.612, 0.558], [3.660, 0.083, 1.368], [3.837, 2.761, 1.132], [4.775, 2.704, 2.592], [3.609, 3.983, 0.512], [4.263, 5.440, 1.188], [2.858, 4.016, -0.661], [2.595, 5.547, -1.440], [3.618, -1.368, -1.466], [3.605, -1.839, -2.790], [2.828, -1.148, -3.745], [2.991, -1.450, -4.930], [2.006, -0.308, -3.239], [4.459, -0.846, -1.264], [3.504, -2.159, -0.829], [4.409, -2.325, -3.140], [-0.982, -7.913, -1.526], [0.094, -6.629, -1.068], [-0.119, -5.321, -1.509], [-1.494, -4.993, -2.514], [0.736, -4.294, -1.151], [0.375, -2.683, -1.704], [1.889, -4.500, -0.321], [2.678, -3.589, 0.020], [2.052, -5.858, 0.118], [3.410, -6.163, 1.151], [1.192, -6.876, -0.247], [1.474, -8.494, 0.327], [1.902, -2.398, 2.771], [1.412, -1.105, 3.214], [2.205, -0.486, 4.254], [0.641, -0.356, 2.346], [0.512, -0.673, 1.113], [0.058, 0.780, 2.932], [-0.463, 1.781, 2.023], [-0.769, 0.591, 4.107], [1.692, -3.163, 3.527], [2.983, -2.371, 2.605], [1.450, -2.670, 1.826], [3.266, -0.482, 3.978], [2.099, -1.034, 5.198], [1.895, 0.542, 4.411], [-0.233, -0.145, 0.669], [-1.437, 1.503, 1.599], [0.224, 1.938, 1.193], [-0.586, 2.720, 2.569], [-0.423, -0.263, 4.683], [-1.819, 0.413, 3.831], [-0.736, 1.480, 4.744], [-6.460, 3.438, -3.590], [-7.333, 3.881, -2.444], [-8.416, 4.384, -2.619], [-6.814, 3.620, -0.758], [-5.230, 2.846, -0.875], [-4.061, 3.605, -0.893], [-2.826, 2.994, -1.010], [-2.711, 1.596, -1.101], [-3.897, 0.844, -1.061], [-5.132, 1.458, -0.948], [-1.441, 0.966, -1.202], [-0.313, 0.491, -1.317], [-6.656, 4.102, -4.430], [-6.771, 2.429, -3.866], [-5.402, 3.410, -3.349], [-4.128, 4.685, -0.825], [-1.919, 3.586, -1.037], [-3.825, -0.235, -1.121], [-6.032, 0.856, -0.925]], "atomic_forces_ev_per_a": [[0.3, -0.3, -0.1], [0.1, -0.1, 0.1], [-0.2, 0.1, -0.2], [0.3, 0.2, 0.3], [0.1, -0.1, 0.2], [0.2, 0.2, -0.3], [0.0, 0.0, 0.0], [0.0, 0.0, 0.0], [0.0, 0.1, 0.1], [0.0, 0.0, 0.0], [0.0, 0.1, 0.0], [0.0, -0.1, 0.0], [-0.3, -0.3, 0.0], [-0.2, 0.0, 0.0], [-0.1, 0.0, 0.1], [0.1, 0.1, 0.2], [0.0, -0.1, -0.2], [0.1, 0.2, 0.1], [0.1, -0.1, 0.0], [0.2, -0.1, 0.0], [0.0, 0.0, 0.0], [0.0, 0.0, 0.0], [0.0, 0.0, 0.0], [0.0, 0.0, 0.0], [-0.1, 0.1, -0.1], [0.0, -0.2, 0.0], [0.1, 0.1, 0.0], [0.0, 0.0, -0.1], [0.0, 0.0, 0.0], [0.0, 0.0, 0.0], [0.0, -0.1, 0.1], [0.0, 0.1, 0.0], [0.0, 0.0, 0.1], [-0.1, 0.0, -0.1], [-0.1, -0.1, 0.1], [0.3, 0.1, 0.2], [0.2, 0.0, -0.1], [0.0, -0.1, 0.0], [0.0, 0.1, 0.0], [0.0, 0.0, 0.0], [0.0, 0.0, 0.0], [0.0, 0.0, 0.0], [0.0, 0.0, 0.0], [-0.1, 0.0, 0.0], [0.0, 0.0, 0.0], [0.0, 0.0, 0.0], [-0.1, 0.0, 0.1], [0.0, 0.0, 0.0], [0.0, 0.0, 0.0], [0.0, 0.0, 0.0], [0.0, 0.0, 0.0], [0.0, 0.0, 0.0], [0.0, 0.0, 0.0], [-0.1, 0.0, 0.0], [0.0, -0.1, 0.0], [-0.1, 0.1, 0.0], [0.0, 0.1, 0.0], [0.1, -0.1, 0.0], [0.0, 0.1, 0.0], [0.0, 0.0, 0.0], [0.0, -0.1, 0.0], [0.0, 0.0, 0.0], [0.0, -0.1, 0.0], [0.1, 0.1, -0.2], [-0.7, 0.3, -0.1], [0.0, 0.0, 0.0], [0.0, 0.0, 0.0], [0.0, 0.0, 0.0], [0.0, 0.0, 0.0], [0.0, 0.0, 0.0], [0.0, 0.0, 0.0], [0.0, 0.0, 0.0]], "mulliken_charge": [0.11, -0.14, 1.29, -1.52, 1.52, -0.24, -0.60, -0.23, 0.55, -0.24, -0.37, -0.23, -0.07, -0.24, 0.47, -0.80, -0.67, 0.27, 0.26, 0.19, -0.25, 0.38, -0.08, -0.22, 1.00, -0.17, -0.92, -0.77, 0.27, -0.23, 0.07, -0.24, -1.10, 0.32, -1.11, 0.38, -0.38, 0.29, -1.06, -1.28, 0.36, 0.31, 0.22, 0.38, 0.27, 0.37, -0.15, 0.44, 0.16, 0.37, 0.42, 0.35, 0.32, -0.88, 0.63, -0.59, -0.15, -0.42, -0.24, -0.30, 0.25, -0.59, -0.16, 0.03, -0.31, 0.32, 0.24, 0.30, 0.38, 0.55, 0.48, 0.41]}